No. 1
28
Properties=species:S:1:pos:R:3 method="wB97M-V/def2-TZVPD" largest_force_ev_per_a=5.85 multiplicity=1 molar_mass_g_mol=190.2 e_above_lowest_kj_mol=338.1 charge=0
C -0.565 -3.359 1.969
C -0.068 -2.745 1.052
C 0.699 -2.360 -0.034
C 2.216 -2.681 0.039
P 0.049 -0.705 -0.562
C -1.732 -1.101 -0.726
C 0.544 -0.322 -2.309
C -0.030 1.254 0.047
C 0.734 2.381 -0.266
C 0.320 3.652 0.186
C -0.713 3.803 1.052
C -1.300 2.639 1.515
C -0.909 1.357 1.084
H -0.955 -3.719 2.922
H 2.713 -2.631 1.000
H 2.274 -3.745 -0.138
H 2.896 -2.214 -0.775
H -2.130 -0.119 -1.053
H -1.713 -1.723 -1.485
H -2.183 -1.504 0.213
H -0.419 -0.378 -2.810
H 1.106 0.577 -2.380
H 1.025 -1.205 -2.632
H 1.644 2.312 -0.778
H 0.974 4.591 0.049
H -0.975 4.746 1.355
H -2.108 2.772 2.147
H -1.395 0.426 1.319

No. 2
54
Properties=species:S:1:pos:R:3 method="wB97M-V/def2-TZVPD" largest_force_ev_per_a=3.04 multiplicity=3 s2=2.04 molar_mass_g_mol=726.8 e_above_lowest_kj_mol=278.9 charge=+1
Tc 0.422 0.022 0.049
C 2.117 -1.158 -3.476
C 1.473 -0.462 -2.348
N 1.100 -1.295 -1.226
O 1.134 -2.542 -1.215
B 0.152 -3.420 -0.051
F 0.624 -4.643 -0.245
F -1.109 -3.099 -0.336
O 0.597 -2.879 1.239
N 0.701 -1.549 1.391
C 0.959 -1.137 2.589
C 1.093 -2.017 3.762
C 1.284 0.310 2.654
N 1.507 0.827 1.489
O 1.808 2.116 1.341
B 0.900 3.129 0.503
F -0.344 3.045 1.062
F 1.558 4.288 0.594
O 0.908 2.763 -0.975
N 0.609 1.497 -1.325
C 1.248 1.024 -2.340
C 2.045 1.813 -3.309
C 1.318 1.050 3.928
H 2.141 -2.230 -3.307
H 3.127 -0.777 -3.629
H 1.518 -0.931 -4.361
H 0.915 -3.050 3.492
H 0.373 -1.708 4.523
H 2.099 -1.916 4.178
H 1.893 2.872 -3.123
H 1.744 1.566 -4.328
H 3.106 1.577 -3.195
H 1.001 0.421 4.751
H 0.662 1.920 3.834
H 2.321 1.441 4.115
O -1.231 -0.288 3.012
C -1.828 0.240 2.103
C -3.253 0.733 2.183
C -3.519 1.447 0.871
C -2.241 1.358 0.084
O -1.974 1.895 -0.934
N -1.291 0.510 0.824
H -3.318 1.391 3.050
H -3.892 -0.128 2.376
H -3.734 2.506 1.005
H -4.318 1.017 0.267
F -0.976 -0.664 -1.524
As -2.218 -1.031 -3.043
F -1.425 -2.547 -3.041
F -3.293 -1.518 -1.814
F -3.168 -1.413 -4.382
F -2.784 0.566 -2.948
F -0.829 -0.404 -3.926
O 2.287 -0.536 -0.865

No. 3
64
Properties=species:S:1:pos:R:3 method="wB97M-V/def2-TZVPD" largest_force_ev_per_a=11.68 multiplicity=5 s2=6.03 total_energy_ev=-150799.72011 molar_mass_g_mol=851.3 charge=+1
Cr 0.504 -0.106 -0.271
N 0.741 -2.004 -0.158
S 0.221 -3.332 -0.796
O -0.664 -4.198 -0.018
O 1.003 -3.812 -1.941
F -0.895 -2.502 -1.574
S 1.727 -3.065 0.837
O 2.838 -3.815 0.251
O 1.062 -3.716 1.935
F 2.556 -1.981 1.676
N -0.060 1.713 -0.169
S -1.430 2.653 0.579
O -2.715 2.047 0.374
O -1.424 4.096 0.793
F -1.227 2.091 2.085
S 0.446 3.054 -0.742
O 1.230 3.806 0.274
O -0.340 3.675 -1.813
F 1.739 2.414 -1.587
B 3.535 0.969 0.655
F 4.282 1.636 -0.214
F 4.265 0.005 1.278
F 3.114 1.852 1.612
F 2.391 0.426 0.047
C 3.774 -1.275 -4.586
C 4.098 0.194 -4.315
O 2.927 0.642 -3.681
C 2.361 -0.410 -2.989
O 1.515 -0.269 -2.139
O 3.017 -1.576 -3.386
H 4.710 -1.833 -4.624
H 3.174 -1.574 -5.446
H 4.323 0.751 -5.224
H 4.997 0.321 -3.711
C -4.237 -1.954 2.735
C -3.142 -3.041 2.753
O -2.146 -2.436 1.979
C -2.451 -1.242 1.585
O -1.817 -0.568 0.791
O -3.661 -0.863 2.068
H -4.527 -1.673 3.748
H -5.108 -2.296 2.176
H -3.504 -3.967 2.305
H -2.777 -3.302 3.746
C 0.159 0.912 5.261
C 1.499 1.583 4.831
O 1.854 0.782 3.712
C 0.681 0.270 3.185
O 0.615 -0.175 2.037
O -0.308 0.298 4.102
H -0.437 1.752 5.618
H 0.352 0.184 6.048
H 2.276 1.385 5.569
H 1.314 2.636 4.621
C -3.581 2.379 -2.987
C -3.800 1.175 -3.984
O -2.927 0.220 -3.431
C -2.153 0.734 -2.488
O -1.238 0.065 -1.870
O -2.430 2.040 -2.311
H -4.444 2.554 -2.345
H -3.471 3.258 -3.622
H -3.530 1.468 -4.999
H -4.856 0.943 -3.847

No. 4
30
Properties=species:S:1:pos:R:3 method="wB97M-V/def2-TZVPD" largest_force_ev_per_a=3.36 multiplicity=1 molar_mass_g_mol=185.1 e_above_lowest_kj_mol=473.5 charge=0
H -1.598 -2.252 -0.208
N -1.375 -1.292 0.217
C -2.528 -0.672 0.015
C -3.717 -1.341 -0.489
C -4.898 -0.784 -0.645
C -5.024 0.592 -0.319
C -3.953 1.349 0.065
C -2.634 0.766 0.221
C -1.643 1.680 0.645
C -0.247 1.679 0.795
B 0.803 0.890 0.356
C 2.163 0.108 0.020
C 1.413 -0.928 -0.934
C 3.395 0.870 -0.613
C 2.915 -0.656 1.178
H -3.594 -2.364 -0.834
H -5.739 -1.346 -0.786
H -6.004 0.957 -0.547
H -4.255 2.413 0.207
H -1.954 2.738 0.858
H 0.194 2.597 1.109
H 2.039 -1.809 -1.117
H 1.327 -0.457 -1.874
H 0.454 -1.078 -0.517
H 3.478 1.727 0.102
H 3.137 1.310 -1.528
H 4.258 0.192 -0.653
H 2.384 -1.114 1.977
H 3.679 -1.427 0.840
H 3.532 0.071 1.875

No. 5
41
Properties=species:S:1:pos:R:3 method="wB97M-V/def2-TZVPD" largest_force_ev_per_a=0.44 multiplicity=1 total_energy_ev=-182145.69825 molar_mass_g_mol=611.0 charge=0
C 3.334 0.632 2.345
O 2.960 1.779 1.607
C 1.732 2.374 1.902
C 0.415 1.680 1.436
N -0.511 2.733 1.081
I 1.005 0.543 -0.358
C -0.283 0.702 2.399
Br 0.437 0.540 4.137
C -1.405 0.040 2.110
C -2.146 0.003 0.795
Br -2.208 -1.111 3.372
H 4.285 0.289 1.936
H 3.448 0.876 3.412
H 2.595 -0.175 2.249
H 1.635 2.562 2.980
H 1.727 3.334 1.382
H -0.600 2.924 0.091
H -1.433 2.579 1.464
H -1.977 0.899 0.196
H -1.821 -0.863 0.208
H -3.217 -0.097 0.985
C -2.693 1.961 -4.652
C -1.833 0.893 -3.991
O -1.532 1.478 -2.741
C -2.439 2.445 -2.462
O -2.517 2.999 -1.414
O -3.230 2.665 -3.529
F -0.684 0.663 -4.661
H -2.059 2.633 -5.232
H -3.505 1.577 -5.261
H -2.333 -0.062 -3.824
C 1.185 -3.773 1.134
C 2.117 -3.233 0.063
O 2.109 -4.259 -0.908
C 0.987 -5.013 -0.750
O 0.618 -5.845 -1.508
O 0.350 -4.661 0.391
F 3.380 -3.055 0.516
H 1.758 -4.338 1.872
H 0.575 -3.015 1.617
H 1.772 -2.303 -0.388

No. 6
33
Properties=species:S:1:pos:R:3 method="wB97M-V/def2-TZVPD" largest_force_ev_per_a=6.89 multiplicity=1 molar_mass_g_mol=328.5 e_above_lowest_kj_mol=212.9 charge=0
Ti 1.130 -0.233 0.336
Cl 0.724 -2.444 -0.022
Cl 2.074 1.593 1.355
C 2.505 -0.197 -0.886
H 3.243 0.592 -0.911
H 2.849 -1.071 -1.445
C -0.331 0.623 -0.956
C 0.952 0.467 -1.555
H -0.757 0.767 0.082
C 0.940 -0.360 -2.966
H 1.311 1.450 -1.913
C -0.232 0.040 -3.836
H 1.900 -0.188 -3.462
H 0.914 -1.446 -2.751
C -1.504 0.025 -2.997
H -0.070 1.075 -4.182
H -0.341 -0.605 -4.710
C -1.376 1.073 -1.877
H -2.372 0.225 -3.633
H -1.602 -0.983 -2.550
H -1.064 2.063 -2.279
H -2.389 1.237 -1.480
Cl -1.581 2.193 4.959
C -1.014 0.751 4.249
C -0.941 -0.430 5.008
C -0.440 -1.566 4.359
C -0.020 -1.473 3.043
N -0.064 -0.341 2.353
C -0.598 0.768 2.914
H -1.251 -0.419 6.029
H -0.348 -2.522 4.870
H 0.384 -2.353 2.515
H -0.634 1.688 2.337